Entry 1:
Entry from the OMol25 dataset: C24H32N2O4S in the gas phase (the ωB97M-V functional and the def2-TZVPD basis).

Atoms and positions in Å:
1 C 1.990 -3.491 -3.020
2 O 2.384 -2.373 -2.268
3 C 2.474 -1.194 -3.042
4 C 2.867 -0.035 -2.128
5 N 1.844 0.200 -1.145
6 C 1.103 1.323 -1.062
7 S 1.377 2.591 -2.102
8 N 0.141 1.394 -0.108
9 C -0.599 2.621 0.096
10 C -1.960 2.518 -0.585
11 C -2.655 1.257 -0.160
12 C -4.031 1.131 -0.304
13 C -4.720 -0.019 0.053
14 O -6.081 -0.145 -0.073
15 C -6.812 0.927 -0.612
16 C -3.987 -1.106 0.569
17 O -4.464 -2.317 0.974
18 C -5.819 -2.669 0.807
19 C -2.612 -0.970 0.706
20 C -1.935 0.189 0.358
21 C -0.438 0.255 0.568
22 C -0.146 0.317 2.099
23 O 1.102 0.884 2.398
24 C 2.246 0.246 1.999
25 C 3.386 1.041 1.933
26 C 4.599 0.509 1.530
27 C 5.806 1.391 1.435
28 C 4.664 -0.836 1.188
29 C 3.543 -1.648 1.259
30 C 3.609 -3.085 0.844
31 C 2.331 -1.102 1.669
32 H 2.710 -3.707 -3.819
33 H 1.002 -3.338 -3.471
34 H 1.947 -4.335 -2.333
35 H 3.228 -1.317 -3.833
36 H 1.504 -0.981 -3.515
37 H 2.990 0.875 -2.720
38 H 3.805 -0.276 -1.618
39 H 1.791 -0.505 -0.425
40 H -0.021 3.446 -0.321
41 H -0.718 2.775 1.171
42 H -2.569 3.391 -0.349
43 H -1.807 2.500 -1.669
44 H -4.569 1.973 -0.708
45 H -6.496 1.161 -1.634
46 H -6.733 1.824 0.010
47 H -7.848 0.591 -0.625
48 H -6.120 -2.633 -0.242
49 H -5.890 -3.695 1.169
50 H -6.481 -2.030 1.395
51 H -2.077 -1.821 1.098
52 H -0.006 -0.663 0.160
53 H -0.261 -0.682 2.534
54 H -0.870 0.977 2.583
55 H 3.299 2.084 2.194
56 H 6.705 0.806 1.260
57 H 5.686 2.096 0.613
58 H 5.932 1.966 2.350
59 H 5.603 -1.258 0.860
60 H 4.618 -3.476 0.951
61 H 3.319 -3.166 -0.205
62 H 2.929 -3.696 1.434
63 H 1.468 -1.749 1.738

Properties
Calculated total energy, a.u.: -1742.3642
Structure (SMILES): COCCNC(=S)N1CCc2cc(OC)c(OC)cc2[C@@H]1COc1cc(C)cc(C)c1
Highest occupied orbital energy, eV: -7.7
HOMO-LUMO gap, eV: 8.36

Entry 2:
Entry from the OMol25 dataset: 4 unconnected molecules or ions with the total composition C24H32N2O9 at a distorted geometry (the ωB97M-V functional and the def2-TZVPD basis).

Atoms and positions in Å:
1 O 2.446 -0.178 -0.061
2 C 3.359 0.705 -0.705
3 C 2.892 2.164 -0.648
4 O 2.458 2.540 0.655
5 C 1.066 2.404 0.738
6 O 0.494 3.618 0.283
7 C -0.917 3.549 0.266
8 C -1.484 2.714 -0.880
9 C -1.292 3.148 -2.143
10 C -1.835 2.420 -3.239
11 C -2.540 1.295 -2.992
12 C -2.729 0.788 -1.687
13 N -3.438 -0.375 -1.546
14 C -3.516 -0.749 -0.297
15 C -2.974 -0.036 0.802
16 N -2.330 1.095 0.688
17 C -2.193 1.507 -0.610
18 H 2.898 -0.972 0.232
19 H 3.464 0.426 -1.763
20 H 4.313 0.654 -0.159
21 H 3.782 2.776 -0.861
22 H 2.170 2.426 -1.434
23 H 0.735 2.113 1.745
24 H 0.738 1.609 0.047
25 H -1.272 4.579 0.122
26 H -1.335 3.223 1.228
27 H -0.738 4.062 -2.349
28 H -1.704 2.750 -4.266
29 H -2.979 0.754 -3.829
30 H -4.047 -1.678 -0.082
31 H -3.125 -0.438 1.802
32 O -3.164 -2.752 2.570
33 C -2.243 -2.860 3.328
34 C -2.274 -3.487 4.707
35 C -0.971 -2.983 5.318
36 C -0.089 -2.814 4.091
37 O -0.988 -2.453 3.028
38 H -2.284 -4.572 4.600
39 H -3.144 -3.153 5.266
40 H -0.545 -3.649 6.065
41 H -1.138 -2.013 5.790
42 H 0.421 -3.739 3.815
43 H 0.653 -2.028 4.218
44 O -7.396 -5.410 0.715
45 C -6.573 -5.258 -0.139
46 C -5.214 -4.606 0.019
47 C -4.811 -4.349 -1.430
48 C -5.530 -5.467 -2.165
49 O -6.731 -5.703 -1.413
50 H -4.541 -5.308 0.512
51 H -5.288 -3.687 0.594
52 H -3.735 -4.348 -1.595
53 H -5.202 -3.382 -1.754
54 H -4.947 -6.392 -2.188
55 H -5.790 -5.192 -3.185
56 O 6.015 2.651 -3.329
57 C 6.810 3.134 -2.579
58 C 6.563 4.270 -1.607
59 C 7.979 4.697 -1.240
60 C 8.754 3.400 -1.402
61 O 8.087 2.689 -2.458
62 H 6.017 3.883 -0.745
63 H 6.006 5.073 -2.081
64 H 8.067 5.130 -0.245
65 H 8.337 5.436 -1.959
66 H 8.727 2.784 -0.499
67 H 9.792 3.569 -1.680

Properties
Calculated total energy, a.u.: -1720.3885
Structure (SMILES): OCCOCOCc1cccc2nccnc12.O=C1CCCO1.O=C1CCCO1.O=C1CCCO1
Highest occupied orbital energy, eV: -9.0
HOMO-LUMO gap, eV: 8.97